{"formula": "C4H6N2", "method": "wB97M-V/def2-TZVPD", "multiplicity": 1, "max_force_ev_per_a": 3.7, "homo_ev": -9.8, "smiles": "C=CC#N.C=N", "homo_lumo_gap_ha": 0.370, "e_above_lowest_kj_mol": 384.6, "energy_ev": -7221.6048, "total_charge": 0, "molar_mass_g_mol": 82.11, "lumo_energy_ha": 0.0085, "species": ["C", "C", "C", "N", "H", "H", "H", "C", "N", "H", "H", "H"], "coordinates": [[2.15487, -0.83838, -0.54398], [1.13946, -0.04774, -0.24704], [1.10920, 1.27801, 0.17530], [0.47822, 2.10075, 0.72018], [1.99676, -1.84552, -0.89958], [3.17713, -0.49141, -0.49400], [-0.03523, -0.37289, 0.03361], [-1.68366, 0.14127, 0.45893], [-2.38066, 0.07078, -0.59183], [-1.02472, 1.15004, 0.62371], [-1.88178, -0.44214, 1.36860], [-3.04960, -0.70277, -0.60391]]}